No. 1
C5H15NO4 | ωB97M-V/def2-TZVPD

Output
molecular weight = 153.18 g mol⁻¹
total charge = 0
HOMO = -9.7 eV
Kohn-Sham gap = 10.34 eV
relative energy (zero: lowest compared OMol25 entry of this formula, charge and spin) = 208.3 kJ/mol

```
25
C5H15NO4 (ωB97M-V/def2-TZVPD)
C 2.20598 -2.61316 0.30155
C 1.43399 -1.84744 -0.45015
C -0.06905 -1.81764 -0.28249
C -0.83994 -1.03798 -1.31569
N -2.30076 -1.18868 -1.18714
C -0.72736 0.48651 -1.20423
O -0.47649 1.01710 -0.14835
H 3.28826 -2.58580 0.20781
H 1.94068 -3.31455 1.08637
H 1.92139 -1.17669 -1.14250
H -0.39750 -2.85705 -0.31497
H -0.29787 -1.42849 0.70961
H -0.49611 -1.24409 -2.33011
H -2.57089 -1.60391 -0.30905
H -2.69096 -1.66548 -1.98215
H -0.87712 1.05619 -2.13130
O -1.78131 3.19686 1.26898
H -2.31460 2.73360 0.61724
H -0.88660 2.88468 1.14019
O 0.34751 1.43728 2.72117
H -0.28938 1.64858 2.02781
H -0.17308 0.93263 3.34239
O 2.37523 1.08169 -0.60204
H 1.70597 1.25450 0.07091
H 3.14678 0.72778 -0.15274
```

Let us look at the Mulliken charges, expressed in e, one per atom: C -0.970; C -0.201; C -0.652; C 0.180; N -0.614; C -0.363; O -0.389; H 0.276; H 0.269; H 0.394; H 0.383; H 0.325; H 0.468; H 0.240; H 0.230; H 0.381; O -0.614; H 0.317; H 0.401; O -0.592; H 0.258; H 0.270; O -0.644; H 0.341; H 0.308

No. 2
C36H68FN4O23S3 | ωB97M-V/def2-TZVPD

Output
molecular weight = 1040.14 g mol⁻¹
total charge = +1
HOMO = -10.0 eV
Kohn-Sham gap = 5.73 eV

```
135
C36H68FN4O23S3 (ωB97M-V/def2-TZVPD)
O 1.15447 3.16923 3.53166
C 1.55543 2.79498 2.30407
O 2.37819 3.62423 1.40420
C 3.56174 4.17603 2.08167
C 4.66147 3.06605 2.57821
C 5.61277 2.65302 1.28002
C 6.02603 1.06564 1.23785
C 4.71176 0.04638 1.06074
C 4.63597 -0.57894 -0.46211
N 3.37808 -1.43558 -0.69247
C 2.20355 -0.48512 -0.62169
C 0.97076 -0.82165 -1.64822
C 0.19982 0.61698 -2.01285
C -0.98008 0.99197 -0.89871
C -2.49119 0.71509 -1.47584
C -3.55632 0.99049 -0.21675
C -5.06721 0.95951 -0.86824
S -5.69972 -0.82278 -0.78042
C -6.99656 -0.80610 0.58175
N -7.52902 0.43013 1.31342
N -8.49052 0.15990 2.31361
C -8.60783 -1.36318 2.29278
O -7.71409 -1.91745 1.22604
C 3.31428 -2.53026 0.34957
S 3.48751 -4.26639 -0.42879
O 3.40174 -5.25217 0.80110
O 4.92156 -4.47201 -1.01347
F 2.21866 -4.65128 -1.51586
C 4.46437 -2.45481 1.51392
N 4.72467 -1.07567 2.07559
S 3.59936 -0.76431 3.40885
H 1.22545 1.72818 1.88982
H 3.27886 4.91027 2.97596
H 4.11817 4.86844 1.28764
H 5.35194 3.54310 3.40816
H 4.15996 2.10871 3.06445
H 6.61643 3.27804 1.42466
H 5.11785 3.05829 0.29862
H 6.73455 0.74365 2.11849
H 6.66254 0.90005 0.24163
H 3.77346 0.73061 1.33731
H 5.61845 -1.21082 -0.70081
H 4.68759 0.34485 -1.21618
H 1.82588 -0.43895 0.49862
H 2.55309 0.62794 -0.87443
H 1.33058 -1.35478 -2.62611
H 0.15093 -1.44820 -1.04842
H 0.92819 1.53507 -2.02363
H -0.26978 0.54785 -3.10568
H -0.91568 2.16422 -0.68300
H -0.80573 0.44779 0.12806
H -2.60777 -0.40398 -1.86743
H -2.80440 1.46174 -2.32528
H -3.26492 2.05304 0.21949
H -3.45789 0.12997 0.57076
H -4.97443 1.31073 -2.00230
H -5.80844 1.68068 -0.28895
H -9.33833 -1.93015 3.01959
H 2.24219 -2.55050 0.87438
H 4.17260 -3.18787 2.38013
H 5.46526 -2.86325 1.03591
H 5.68143 -1.11904 2.53721
H 2.46220 -0.15149 2.85546
C 8.89576 4.81504 -3.34364
O 7.95423 5.87990 -3.46141
C 6.96076 5.85140 -2.53764
O 6.82474 5.01745 -1.65610
O 6.14473 6.91161 -2.76451
C 5.04571 7.01011 -1.86082
H 9.64437 4.93716 -4.13124
H 9.40503 4.85530 -2.37537
H 8.40345 3.84726 -3.48367
H 5.40100 7.13816 -0.83322
H 4.39942 6.13012 -1.94153
H 4.46081 7.89246 -2.13486
C 2.00396 -1.45716 -8.17689
O 1.88294 -1.63470 -6.76689
C 1.56039 -2.89732 -6.38884
O 1.37583 -3.84487 -7.13661
O 1.47876 -2.92314 -5.03456
C 1.14396 -4.19859 -4.49111
H 2.26405 -0.41184 -8.36482
H 2.80333 -2.08835 -8.57829
H 1.05306 -1.67038 -8.67580
H 1.90894 -4.93944 -4.74511
H 0.15867 -4.52147 -4.84261
H 1.10613 -4.10278 -3.40247
C -0.40549 5.43744 3.91556
O -1.66161 6.10910 3.84260
C -2.33570 5.90793 2.68231
O -1.95873 5.22484 1.74296
O -3.50201 6.59842 2.74812
C -4.32124 6.47851 1.58680
H 0.04553 5.66849 4.88449
H -0.54298 4.35334 3.84955
H 0.26817 5.79219 3.12886
H -4.61533 5.43603 1.42764
H -3.80418 6.87489 0.70695
H -5.22641 7.07017 1.74912
C 0.20396 -1.39007 -14.35903
O 0.08294 -1.56762 -12.94902
C -0.23961 -2.83023 -12.57097
O -0.42417 -3.77779 -13.31874
O -0.32124 -2.85605 -11.21669
C -0.65604 -4.13150 -10.67325
H 0.46405 -0.34476 -14.54695
H 1.00333 -2.02127 -14.76042
H -0.74694 -1.60330 -14.85793
H 0.10894 -4.87235 -10.92724
H -1.64133 -4.45438 -11.02475
H -0.69387 -4.03569 -9.58460
C -4.09090 -4.77991 6.37174
O -3.81158 -3.50965 5.78632
C -4.74527 -3.08740 4.89690
O -5.75813 -3.69103 4.57936
O -4.35688 -1.87705 4.42189
C -5.25118 -1.30632 3.46865
H -3.28007 -5.01787 7.06569
H -5.02849 -4.74718 6.93600
H -4.12669 -5.55936 5.60379
H -6.23519 -1.13467 3.91680
H -5.33340 -1.94685 2.58459
H -4.84220 -0.34123 3.15705
C -6.09604 -2.64465 9.43511
O -6.21706 -2.82220 10.84511
C -6.53961 -4.08481 11.22316
O -6.72417 -5.03237 10.47540
O -6.62124 -4.11063 12.57745
C -6.95604 -5.38608 13.12089
H -5.83595 -1.59934 9.24718
H -5.29667 -3.27585 9.03371
H -7.04694 -2.85788 8.93620
H -6.19106 -6.12694 12.86690
H -7.94133 -5.70896 12.76939
H -6.99387 -5.29027 14.20953
```

Mulliken atomic charge list, values in e, 99 entries: O -0.572; C 0.449; O -0.238; C -0.602; C -0.169; C -0.611; C -1.116; C 1.447; C -1.437; N 0.316; C -0.330; C -0.337; C -0.612; C -0.418; C -0.610; C -0.246; C -0.625; S -0.110; C 0.357; N -0.137; N -0.353; C -0.015; O -0.261; C -0.134; S 1.226; O -0.600; O -0.548; F -0.203; C -1.013; N 0.160; S -0.052; H 0.119; H 0.271; H 0.328; H 0.432; H 0.114; H 0.328; H 0.283; H 0.318; H 0.364; H -0.635; H 0.374; H 0.389; H -0.035; H 0.267; H 0.053; H 0.302; H 0.328; H 0.331; H 0.247; H 0.191; H 0.216; H 0.336; H 0.135; H 0.194; H 0.385; H 0.396; H 0.322; H 0.420; H 0.391; H 0.411; H 0.592; H 0.215; C -0.593; O -0.317; C 0.778; O -0.547; O -0.298; C -0.596; H 0.223; H 0.279; H 0.272; H 0.268; H 0.256; H 0.268; C -0.554; O -0.293; C 0.656; O -0.559; O -0.144; C -0.532; H 0.221; H 0.280; H 0.244; H 0.317; H 0.351; H 0.024; C -0.535; O -0.316; C 0.745; O -0.553; O -0.329; C -0.571; H 0.297; H 0.266; H 0.257; H 0.252; H 0.282; H 0.224